w) {"formula": "C37H35BBrF2N6O3S2W", "method": "wB97M-V/def2-TZVPD", "species": ["W", "O", "C", "C", "C", "C", "C", "C", "C", "N", "N", "C", "O", "C", "C", "C", "C", "C", "C", "H", "H", "H", "H", "H", "H", "H", "H", "H", "H", "Br", "C", "C", "C", "C", "C", "C", "N", "C", "C", "C", "C", "C", "C", "N", "H", "H", "H", "H", "H", "H", "H", "H", "H", "C", "S", "O", "C", "C", "C", "C", "C", "C", "H", "H", "H", "H", "H", "H", "H", "H", "S", "C", "N", "C", "C", "C", "N", "H", "H", "H", "H", "H", "H", "H", "H", "F", "B", "F"], "coordinates": [[-0.11286, -1.28074, 0.39116], [0.36664, -0.10646, 1.99408], [0.95224, 1.05561, 2.17541], [0.86807, 1.65808, 3.43902], [1.57496, 2.80424, 3.72134], [2.37102, 3.41272, 2.74191], [2.45074, 2.83993, 1.49719], [1.75887, 1.65552, 1.18711], [2.00559, 1.03210, -0.07130], [1.47603, -0.06893, -0.48304], [2.01394, -0.54574, -1.67532], [1.57937, -1.72938, -1.95937], [0.68572, -2.35434, -1.23068], [2.07370, -2.41477, -3.17120], [3.02183, -1.81809, -3.99996], [3.45199, -2.47113, -5.14184], [2.94319, -3.72236, -5.46697], [2.00049, -4.32177, -4.64320], [1.56627, -3.67072, -3.49909], [0.26069, 1.17080, 4.19164], [1.52505, 3.23005, 4.71575], [2.94048, 4.30189, 2.97653], [3.07854, 3.28126, 0.73052], [2.75033, 1.47161, -0.73131], [3.41209, -0.84445, -3.73652], [4.18931, -2.00540, -5.78232], [3.28273, -4.22971, -6.36033], [1.60561, -5.29813, -4.89132], [0.83330, -4.12772, -2.84776], [5.41995, -1.24168, 5.39778], [4.01446, -1.71262, 4.22544], [2.86656, -2.29292, 4.73522], [1.83093, -2.62423, 3.87434], [1.95556, -2.37262, 2.51693], [3.10810, -1.78359, 2.01263], [4.14619, -1.46001, 2.86793], [0.87259, -2.66661, 1.63095], [0.43919, -3.88943, 1.58736], [-0.73918, -4.16545, 0.81537], [-1.28289, -5.44025, 0.68255], [-2.44759, -5.60392, -0.03467], [-3.05118, -4.48182, -0.59908], [-2.45945, -3.25059, -0.42910], [-1.32528, -3.08433, 0.25856], [2.77380, -2.47277, 5.79700], [0.90745, -3.03805, 4.26051], [3.18972, -1.58859, 0.95072], [5.05168, -1.01057, 2.48492], [0.94147, -4.67532, 2.14145], [-0.78278, -6.27960, 1.14693], [-2.88929, -6.58375, -0.15270], [-3.97206, -4.56140, -1.15801], [-2.88384, -2.34777, -0.84684], [-1.27830, -0.92224, -3.75370], [-1.01275, 0.30960, -2.47711], [-1.30073, -0.48335, -1.18204], [-2.50720, 1.23189, -2.75342], [-2.42237, 2.32553, -3.59941], [-3.57348, 3.04506, -3.87858], [-4.77821, 2.67786, -3.29421], [-4.84018, 1.59002, -2.43253], [-3.69819, 0.85438, -2.15990], [-2.24249, -1.39777, -3.58175], [-0.46703, -1.64402, -3.71374], [-1.27598, -0.40251, -4.71167], [-1.46668, 2.62343, -4.01376], [-3.52652, 3.90233, -4.53622], [-5.67218, 3.25074, -3.50167], [-5.77843, 1.32027, -1.96670], [-3.72138, 0.02604, -1.46437], [-1.36603, 2.46511, -0.04766], [-1.16638, 3.79482, 0.97356], [-1.75599, 3.81293, 2.17699], [-1.62829, 4.89405, 3.14220], [-1.39783, 6.20092, 2.40392], [-0.22860, 6.03678, 1.44886], [-0.46180, 4.87535, 0.60147], [-2.24828, 2.96890, 2.42106], [-0.79688, 4.69336, 3.82468], [-2.54269, 4.93891, 3.73221], [-1.19062, 7.00123, 3.11305], [-2.29601, 6.46724, 1.84354], [0.70237, 5.91333, 2.01044], [-0.12348, 6.91298, 0.81052], [-0.02645, 4.81036, -0.30193], [-2.63942, 0.23765, 1.99126], [-1.88258, -0.83770, 1.83373], [-1.99899, -1.76954, 2.80654]], "lowdin_charge": [1.659, -0.260, -0.329, 0.004, -0.071, -0.092, -0.036, -0.173, -0.055, -0.121, 0.084, -0.466, -0.198, -0.168, -0.023, -0.069, -0.074, -0.070, -0.034, 0.127, 0.111, 0.105, 0.119, 0.143, 0.110, 0.107, 0.107, 0.106, 0.111, 0.767, -0.686, -0.106, -0.006, -0.264, -0.010, -0.101, -0.044, -0.025, -0.232, 0.018, -0.023, -0.013, -0.080, -0.046, 0.108, 0.127, 0.113, 0.109, 0.152, 0.127, 0.121, 0.118, 0.111, -0.178, 0.979, -0.693, -0.470, -0.092, -0.060, -0.060, -0.054, -0.082, 0.073, 0.040, 0.076, 0.117, 0.112, 0.111, 0.113, 0.108, 0.732, -0.813, 0.024, -0.165, -0.158, -0.168, 0.018, 0.121, 0.111, 0.125, 0.120, 0.124, 0.111, 0.123, 0.121, 0.159, -0.649, 0.137], "homo_ev": [-9.4, -10.0], "multiplicity": 3, "lumo_energy_ha": [-0.1238, -0.1407], "total_charge": 1, "homo_lumo_gap_ha": [0.223, 0.226]}

***

x) {"formula": "C37H35BBrF2N6O3S2W", "method": "wB97M-V/def2-TZVPD", "species": ["W", "O", "C", "C", "C", "C", "C", "C", "C", "N", "N", "C", "O", "C", "C", "C", "C", "C", "C", "H", "H", "H", "H", "H", "H", "H", "H", "H", "H", "Br", "C", "C", "C", "C", "C", "C", "N", "C", "C", "C", "C", "C", "C", "N", "H", "H", "H", "H", "H", "H", "H", "H", "H", "C", "S", "O", "C", "C", "C", "C", "C", "C", "H", "H", "H", "H", "H", "H", "H", "H", "S", "C", "N", "C", "C", "C", "N", "H", "H", "H", "H", "H", "H", "H", "H", "F", "B", "F"], "coordinates": [[0.60932, -0.31266, 0.84594], [1.88396, 1.14948, 1.67645], [1.59266, 2.40140, 2.12402], [2.58500, 3.36935, 2.10148], [2.32435, 4.63321, 2.60561], [1.07529, 4.93189, 3.13905], [0.09605, 3.95843, 3.16471], [0.32115, 2.67441, 2.65169], [-0.79126, 1.73180, 2.70154], [-0.82923, 0.60222, 2.09172], [-2.02072, -0.10875, 2.18211], [-2.02807, -1.16077, 1.40456], [-1.02967, -1.55390, 0.65889], [-3.25626, -1.98439, 1.34010], [-3.24153, -3.16319, 0.59670], [-4.38543, -3.94120, 0.51217], [-5.54672, -3.54497, 1.16260], [-5.56245, -2.36949, 1.90168], [-4.42142, -1.58914, 1.99236], [3.55596, 3.10935, 1.69985], [3.10385, 5.38346, 2.59277], [0.87311, 5.91505, 3.54013], [-0.87636, 4.18061, 3.58734], [-1.68077, 2.02738, 3.25219], [-2.33311, -3.46144, 0.08933], [-4.36828, -4.86249, -0.05620], [-6.43916, -4.15373, 1.09702], [-6.46727, -2.06057, 2.40816], [-4.42256, -0.67109, 2.56291], [2.12498, 0.13916, 8.10123], [1.96826, -0.39994, 6.29962], [0.71478, -0.69924, 5.78346], [0.59839, -1.08161, 4.45786], [1.73676, -1.17896, 3.67049], [2.98717, -0.87505, 4.18601], [3.10472, -0.48379, 5.51132], [1.60738, -1.53852, 2.29132], [2.24265, -2.56604, 1.85253], [2.18631, -2.85217, 0.43664], [2.76668, -3.97939, -0.12229], [2.64422, -4.18751, -1.48369], [1.94653, -3.25734, -2.23545], [1.40855, -2.14493, -1.61575], [1.52916, -1.93167, -0.30396], [-0.16293, -0.63437, 6.41093], [-0.37550, -1.31111, 4.04150], [3.85912, -0.90954, 3.54449], [4.07276, -0.23714, 5.92392], [2.81906, -3.20104, 2.51931], [3.29286, -4.67946, 0.51224], [3.07693, -5.06269, -1.94804], [1.79907, -3.39128, -3.29702], [0.85997, -1.39775, -2.16894], [-3.73791, -2.63533, -3.37553], [-2.30104, -1.92538, -2.55982], [-1.25732, -2.98981, -2.57081], [-1.86815, -0.77934, -3.87830], [-2.57087, 0.41002, -4.02477], [-2.19370, 1.30331, -5.01445], [-1.11022, 1.01459, -5.83996], [-0.40485, -0.16942, -5.67430], [-0.78471, -1.07338, -4.68574], [-3.42284, -3.09186, -4.31218], [-4.47948, -1.85547, -3.54479], [-4.13700, -3.38472, -2.69359], [-3.39591, 0.64379, -3.36144], [-2.74222, 2.22722, -5.14337], [-0.82305, 1.71143, -6.61689], [0.43103, -0.39938, -6.32312], [-0.26434, -2.01224, -4.53816], [-0.56942, 0.78647, -1.08235], [0.33648, 2.10946, -1.73942], [0.60692, 2.10284, -3.03464], [1.29808, 3.20196, -3.69958], [2.29956, 3.79890, -2.72393], [1.57903, 4.22267, -1.45521], [0.69142, 3.14967, -1.00243], [0.29324, 1.30435, -3.56816], [0.57265, 3.95270, -4.02540], [1.79190, 2.80318, -4.58325], [2.79448, 4.66005, -3.16965], [3.05565, 3.05129, -2.48340], [0.99019, 5.12712, -1.62172], [2.29030, 4.41997, -0.65414], [0.46402, 3.09947, -0.02125], [3.80859, -0.09164, 0.96744], [2.68619, 0.56048, 0.52818], [2.94498, 1.47820, -0.46844]], "lowdin_charge": [1.415, -0.095, -0.233, 0.008, -0.052, -0.065, -0.021, -0.131, -0.040, -0.161, 0.091, -0.441, -0.241, -0.150, -0.040, -0.076, -0.075, -0.071, -0.023, 0.137, 0.115, 0.111, 0.121, 0.140, 0.104, 0.108, 0.106, 0.106, 0.108, 0.770, -0.689, -0.105, -0.015, -0.259, -0.006, -0.104, -0.031, -0.022, -0.229, 0.015, -0.023, -0.016, -0.100, -0.026, 0.109, 0.111, 0.125, 0.108, 0.156, 0.126, 0.120, 0.117, 0.077, -0.213, 0.874, -0.517, -0.425, -0.103, -0.076, -0.093, -0.078, -0.082, 0.069, 0.061, 0.046, 0.118, 0.111, 0.109, 0.111, 0.103, 0.751, -0.700, 0.055, -0.142, -0.147, -0.137, 0.058, 0.099, 0.130, 0.128, 0.125, 0.117, 0.128, 0.118, 0.114, 0.145, -0.957, 0.132], "homo_ev": [-9.8, -9.9], "multiplicity": 3, "lumo_energy_ha": [-0.1156, -0.1303], "total_charge": 1, "homo_lumo_gap_ha": [0.245, 0.235]}

***

x) comes first in stability; the runner-up is 17.1 kcal/mol higher.

***

w) {"formula": "C4H5N3", "method": "wB97M-V/def2-TZVPD", "species": ["N", "C", "C", "N", "C", "N", "C", "H", "H", "H", "H", "H"], "coordinates": [[0.99071, 0.51462, 1.60387], [0.24483, 0.18193, 0.48324], [0.90525, -0.28635, -0.68069], [0.29039, -0.34076, -1.82040], [-1.03445, -0.54136, -1.61576], [-1.81573, -0.20392, -0.61849], [-1.13463, 0.29928, 0.42298], [1.94423, 0.79154, 1.41792], [0.52381, 1.16312, 2.21984], [1.93056, -0.64061, -0.72503], [-1.11635, -1.54736, -1.96324], [-1.72861, 0.60986, 1.27577]], "lowdin_charge": [0.081, -0.301, -0.104, 0.085, -0.255, 0.076, -0.104, 0.089, 0.090, 0.120, 0.112, 0.112], "homo_ev": -8.1, "lumo_energy_ha": 0.0158, "homo_lumo_gap_ha": 0.313}

***

x) {"formula": "C4H5N3", "method": "wB97M-V/def2-TZVPD", "species": ["N", "C", "C", "N", "C", "N", "C", "H", "H", "H", "H", "H"], "coordinates": [[-0.35495, 1.49517, -1.23528], [-0.41192, 0.36734, -0.47580], [0.32852, -0.78893, -0.69436], [-1.17296, 0.21248, 0.61903], [-0.69266, -0.43979, 1.65412], [0.59340, -0.81121, 1.71849], [1.07678, -0.97872, 0.48537], [-0.18232, 1.41528, -2.22527], [-0.64569, 2.39630, -0.88557], [0.35779, -1.35714, -1.61238], [-1.37253, -0.64872, 2.47814], [2.14401, -1.15561, 0.37001]], "lowdin_charge": [0.160, -0.422, -0.033, 0.126, -0.251, 0.047, -0.160, 0.105, 0.107, 0.101, 0.109, 0.110], "homo_ev": -8.5, "lumo_energy_ha": 0.0249, "homo_lumo_gap_ha": 0.337}

***

x) comes first in stability; the runner-up is 12.2 kcal/mol higher.

***

w) {"formula": "C4H5N3", "method": "wB97M-V/def2-TZVPD", "species": ["N", "C", "C", "N", "C", "N", "C", "H", "H", "H", "H", "H"], "coordinates": [[-1.99183, 0.08754, -0.32694], [-0.61892, 0.02961, -0.12284], [0.20010, 1.16188, -0.15630], [1.51813, 1.09788, 0.00507], [2.03629, -0.11328, 0.19943], [1.36216, -1.26037, 0.24414], [0.04694, -1.18216, 0.08070], [-2.41695, 0.98569, -0.14919], [-2.51351, -0.66368, 0.10114], [-0.22997, 2.15270, -0.31881], [3.11316, -0.17364, 0.33810], [-0.50561, -2.12217, 0.10548]], "lowdin_charge": [0.088, -0.303, -0.097, 0.069, -0.234, 0.069, -0.098, 0.089, 0.090, 0.113, 0.101, 0.114], "homo_ev": -8.8, "lumo_energy_ha": 0.0306, "homo_lumo_gap_ha": 0.356}

***

x) {"formula": "C4H5N3", "method": "wB97M-V/def2-TZVPD", "species": ["C", "C", "C", "C", "H", "H", "H", "H", "H", "N", "N", "N"], "coordinates": [[-1.90217, 0.60373, 0.04473], [-1.10589, -0.53868, -0.11210], [1.36958, -0.04069, -0.18659], [1.08182, 1.39163, -0.18908], [-3.03442, 0.32121, 0.35356], [-1.73217, 1.69911, 0.07602], [-1.80678, -1.40586, -0.29699], [0.49913, -1.89378, 0.30434], [2.84666, -1.44623, 0.24781], [0.24656, -0.84882, -0.27168], [2.64596, -0.40705, 0.09440], [0.89170, 2.56542, -0.06443]], "lowdin_charge": [-0.013, -0.247, -0.420, -0.138, 0.092, 0.034, 0.108, 0.252, 0.068, -0.012, 0.104, 0.173], "homo_ev": -9.1, "lumo_energy_ha": -0.0088, "homo_lumo_gap_ha": 0.325}

***

w) comes first in stability; the runner-up is 81.2 kcal/mol higher.

***

w) {"formula": "C5H8O", "method": "wB97M-V/def2-TZVPD", "species": ["O", "C", "C", "C", "C", "C", "H", "H", "H", "H", "H", "H", "H", "H"], "coordinates": [[1.54380, -1.38439, 0.93391], [0.99483, -0.82899, -0.24683], [-0.36703, -1.19918, -0.58007], [-1.51927, 0.97008, 0.27720], [-0.21016, 1.36178, 0.29551], [0.84902, 0.65636, -0.30667], [1.19075, -0.86737, 1.66973], [1.66392, -1.10907, -1.06940], [-0.64824, -1.35601, -1.61672], [-1.04354, -1.56175, 0.18564], [-1.92528, 0.45132, -0.58114], [-2.24151, 1.36068, 0.99382], [0.05047, 2.28918, 0.81677], [1.66225, 1.21736, -0.77176]], "lowdin_charge": [-0.014, -0.518, 0.086, -0.001, -0.213, -0.041, 0.093, 0.149, 0.079, 0.069, 0.048, 0.057, 0.103, 0.102], "homo_ev": [-7.9, -8.0], "lumo_energy_ha": [0.0112, -0.0041], "homo_lumo_gap_ha": [0.300, 0.290]}

***

x) {"formula": "C5H8O", "method": "wB97M-V/def2-TZVPD", "species": ["C", "C", "C", "C", "C", "O", "H", "H", "H", "H", "H", "H", "H", "H"], "coordinates": [[3.38931, 0.18856, 0.15188], [2.37618, -0.53924, 0.09264], [-1.13925, -1.14929, 0.44302], [-0.29192, 0.99433, -0.22351], [-0.24812, -0.39105, -0.53619], [1.46508, -1.15371, -0.51048], [4.18358, 0.68388, 0.62462], [-2.10572, -0.62416, 0.22214], [-1.14667, -2.29391, 0.29044], [-0.80374, -0.78616, 1.51199], [-0.13586, 1.25550, 0.76840], [-1.31353, 1.36367, -0.60891], [0.47127, 1.40137, -0.96425], [-0.32160, -0.59009, -1.56400]], "lowdin_charge": [0.087, -0.377, -0.063, -0.100, -0.246, -0.052, -0.016, 0.090, 0.110, 0.124, 0.066, 0.138, 0.125, 0.115], "homo_ev": -8.3, "lumo_energy_ha": 0.0205, "homo_lumo_gap_ha": 0.326}

***

y) {"formula": "C5H8O", "method": "wB97M-V/def2-TZVPD", "species": ["O", "C", "C", "C", "C", "C", "H", "H", "H", "H", "H", "H", "H", "H"], "coordinates": [[0.67227, -0.83847, -1.76568], [-0.26005, -0.69736, -0.70826], [0.39477, -0.99818, 0.66905], [0.41414, 0.33820, 1.36613], [-0.22605, 1.28322, 0.67248], [-0.79954, 0.75745, -0.61867], [1.38430, -0.20785, -1.58892], [-1.05792, -1.40942, -0.93923], [1.40410, -1.41614, 0.50902], [-0.14014, -1.76589, 1.24676], [0.90632, 0.49388, 2.32316], [-0.33105, 2.32016, 0.98266], [-1.89754, 0.81544, -0.64445], [-0.46360, 1.32495, -1.50404]], "lowdin_charge": [-0.046, -0.367, -0.138, -0.100, -0.100, -0.138, 0.096, 0.139, 0.116, 0.112, 0.099, 0.099, 0.112, 0.115], "homo_ev": -9.4, "lumo_energy_ha": 0.0392, "homo_lumo_gap_ha": 0.383}

***

y) comes first in stability; the runner-up is 84.3 kcal/mol higher.